# 1
{"formula": "C31H36MoN7O4S", "method": "the ωB97M-V functional and the def2-TZVPD basis", "gap_ev": [7.084, 7.477], "energy_ha": -2353.47362, "s2": 2.02, "spin_multiplicity": 3, "relative_energy_kcal_mol": 5.7, "lumo_ev": [-3.11, -3.21], "total_charge": 1, "homo_energy_ev": [-10.2, -10.7], "elements": ["Mo", "O", "C", "C", "C", "C", "C", "C", "C", "N", "C", "C", "N", "C", "C", "C", "C", "C", "C", "C", "O", "H", "H", "H", "H", "H", "H", "H", "H", "H", "H", "H", "H", "H", "H", "C", "C", "N", "C", "S", "N", "N", "C", "C", "C", "C", "C", "C", "C", "N", "H", "H", "H", "H", "H", "H", "H", "H", "H", "H", "H", "H", "H", "O", "C", "O", "C", "N", "C", "C", "C", "H", "H", "H", "H", "H", "H", "H", "H", "H"], "positions_angstrom": [[0.98008, -0.19504, 0.23893], [-0.07028, 0.18486, -1.46732], [0.47259, 0.37990, -2.65316], [0.03179, 1.43323, -3.46728], [0.57252, 1.61587, -4.72371], [1.54698, 0.74933, -5.22691], [1.96721, -0.30546, -4.45019], [1.46120, -0.48859, -3.15540], [1.87450, -1.62707, -2.37927], [1.75349, -1.75697, -1.11286], [2.21155, -3.01885, -0.51332], [1.35714, -3.31077, 0.69381], [1.19301, -2.03341, 1.40841], [1.07719, -2.10069, 2.68715], [0.98908, -0.99665, 3.59677], [0.62606, -1.22963, 4.93188], [0.60073, -0.20019, 5.84055], [0.98500, 1.07944, 5.42640], [1.37548, 1.32484, 4.12712], [1.36892, 0.29135, 3.18317], [1.75552, 0.53388, 1.94166], [-0.73565, 2.09273, -3.07983], [0.22834, 2.44195, -5.33424], [1.95161, 0.89853, -6.21847], [2.70428, -1.00497, -4.83041], [2.32784, -2.45051, -2.93304], [3.25484, -2.89564, -0.20328], [2.15728, -3.82931, -1.23796], [1.84887, -4.03847, 1.34001], [0.37864, -3.67970, 0.39541], [1.07121, -3.09460, 3.13594], [0.35368, -2.23584, 5.23114], [0.30471, -0.37727, 6.86495], [0.98156, 1.89338, 6.14033], [1.68290, 2.31194, 3.80674], [-3.04625, 1.43593, 3.94571], [-3.56818, 1.37020, 2.51678], [-2.70802, 2.05058, 1.55341], [-1.51170, 1.57823, 1.13915], [-1.23711, -0.13982, 1.28559], [-0.69687, 2.46668, 0.61897], [0.49201, 1.97152, 0.21224], [1.36297, 2.77296, -0.29372], [1.12089, 4.23376, -0.49514], [2.65776, 2.18247, -0.64438], [3.72163, 2.95570, -1.08674], [4.94890, 2.36244, -1.31830], [5.09601, 1.00674, -1.09472], [3.99022, 0.29261, -0.68123], [2.79887, 0.85525, -0.47993], [-3.73453, 0.92863, 4.62335], [-2.07019, 0.95361, 4.02476], [-2.94939, 2.47209, 4.27513], [-3.68696, 0.33321, 2.20404], [-4.55211, 1.83188, 2.44423], [-2.74715, 3.06038, 1.54893], [0.14395, 4.50383, -0.11518], [1.87637, 4.83060, 0.02024], [1.17043, 4.47617, -1.56016], [3.59348, 4.01719, -1.24162], [5.78482, 2.95936, -1.65897], [6.04085, 0.50363, -1.24074], [4.05207, -0.77185, -0.50561], [-2.01572, -3.86967, 0.50825], [-1.97358, -2.95231, -0.30356], [-0.99102, -2.48391, -0.94479], [-3.28421, -2.17177, -0.58046], [-2.87426, -0.99447, -1.43399], [-3.60369, -1.07584, -2.73992], [-4.84353, -1.89497, -2.40945], [-4.30934, -2.93472, -1.42262], [-3.69788, -1.79886, 0.35425], [-1.83512, -1.16443, -1.52405], [-3.01766, -0.11365, -0.95001], [-2.95430, -1.60333, -3.43706], [-3.79321, -0.07573, -3.12079], [-5.28552, -2.33687, -3.30046], [-5.60093, -1.26224, -1.94047], [-3.81807, -3.75086, -1.95594], [-5.08460, -3.37196, -0.79878]], "lowdin_charge": [1.6350, -0.2989, -0.3423, -0.0080, -0.0619, -0.0794, -0.0284, -0.1492, -0.0696, -0.0915, -0.1658, -0.1700, -0.0886, -0.0740, -0.1821, -0.0261, -0.0789, -0.0610, -0.0016, -0.3596, -0.2651, 0.1191, 0.1112, 0.1070, 0.1189, 0.1477, 0.1176, 0.1308, 0.1293, 0.0957, 0.1477, 0.1211, 0.1070, 0.1113, 0.1197, -0.0761, -0.2725, -0.0135, -0.6969, 0.8041, 0.0343, -0.0987, -0.2534, -0.0077, -0.1926, 0.0186, -0.0214, -0.0239, -0.0906, 0.0018, 0.0812, 0.0533, 0.0793, 0.0776, 0.1168, 0.1412, 0.0685, 0.0930, 0.0971, 0.1172, 0.1226, 0.1179, 0.1061, 0.0367, -0.6846, -0.0915, -0.1837, 0.0585, -0.1055, -0.1529, -0.1113, 0.1396, 0.0960, 0.1414, 0.1359, 0.1267, 0.1189, 0.1189, 0.1306, 0.1255]}

# 2
{"formula": "CH2ClNO2S", "method": "the ωB97M-V functional and the def2-TZVPD basis", "gap_ev": 10.639, "energy_ha": -1102.86526, "relative_energy_kcal_mol": 39.6, "lumo_ev": -0.46, "homo_energy_ev": -11.1, "elements": ["C", "N", "O", "O", "S", "Cl", "H", "H"], "positions_angstrom": [[-0.56717, 0.51787, 2.63148], [0.17792, 0.86657, 1.77977], [1.07740, -0.42171, -0.68882], [-1.08414, 0.67181, -0.53135], [0.37712, 0.82513, -0.57083], [0.60457, -1.11774, -3.66900], [-0.92048, 0.40435, 3.60063], [0.33479, -1.74629, -2.55189]], "lowdin_charge": [0.0541, 0.0151, -0.4943, -0.4717, 0.8006, 0.2610, 0.0531, -0.2180]}

# 3
{"formula": "C18H48O28P4S3", "method": "the ωB97M-V functional and the def2-TZVPD basis", "gap_ev": 10.930, "energy_ha": -5381.44856, "smiles": "COP(=O)(OC)OC.COP(=O)(OC)OC.COP(=O)(OC)OC.COP(=O)(OC)OC.O=S1(=O)OCCO1.O=S1(=O)OCCO1.O=S1(=O)OCCO1", "lumo_ev": 0.19, "homo_energy_ev": -10.7, "elements": ["C", "O", "P", "O", "O", "C", "O", "C", "H", "H", "H", "H", "H", "H", "H", "H", "H", "C", "O", "P", "O", "O", "C", "O", "C", "H", "H", "H", "H", "H", "H", "H", "H", "H", "C", "O", "P", "O", "O", "C", "O", "C", "H", "H", "H", "H", "H", "H", "H", "H", "H", "C", "O", "P", "O", "O", "C", "O", "C", "H", "H", "H", "H", "H", "H", "H", "H", "H", "C", "C", "O", "S", "O", "O", "O", "H", "H", "H", "H", "C", "C", "O", "S", "O", "O", "O", "H", "H", "H", "H", "C", "C", "O", "S", "O", "O", "O", "H", "H", "H", "H"], "positions_angstrom": [[-12.29316, -9.10284, 3.87328], [-11.52601, -9.14442, 2.65958], [-9.97965, -9.69624, 2.71254], [-9.22845, -9.66115, 1.39585], [-9.31620, -8.77118, 3.90538], [-7.94860, -8.99044, 4.17014], [-10.14318, -11.18376, 3.50852], [-9.44254, -12.33824, 3.23817], [-13.07971, -9.85734, 3.88641], [-12.75281, -8.11746, 3.94982], [-11.73121, -9.42894, 4.74848], [-7.64172, -8.75017, 5.18807], [-7.55300, -8.27433, 3.44986], [-7.53417, -9.95987, 3.89349], [-10.01532, -13.14975, 3.68703], [-8.42683, -12.27408, 3.62845], [-9.26992, -12.68181, 2.21824], [-17.48876, 1.89393, 5.36122], [-17.78990, 1.74537, 3.95297], [-18.76439, 0.51316, 3.51337], [-19.83443, 0.15495, 4.47878], [-19.26490, 0.97520, 2.07025], [-19.97379, 0.04859, 1.26485], [-17.73656, -0.72137, 3.27361], [-16.69715, -0.60983, 2.36666], [-16.68935, 1.25603, 5.73821], [-18.30564, 1.69553, 6.05507], [-17.34873, 2.96163, 5.53009], [-20.97330, 0.32788, 0.93158], [-20.23941, -0.83976, 1.83790], [-19.31829, -0.28157, 0.45899], [-16.73690, -1.32053, 1.54117], [-15.76328, -0.89917, 2.84861], [-16.55054, 0.39017, 1.95848], [-10.81160, -4.90410, 20.17516], [-11.96769, -5.53242, 19.73746], [-13.28878, -4.52142, 19.52554], [-13.06566, -3.48143, 18.48859], [-14.49871, -5.62301, 19.24035], [-15.76985, -5.38066, 18.78717], [-13.67091, -3.91674, 20.96132], [-13.69889, -4.72723, 22.13338], [-10.15525, -5.73130, 20.44541], [-10.88035, -4.23541, 21.03321], [-10.34084, -4.26940, 19.42440], [-15.95058, -5.98156, 17.89590], [-15.91780, -4.33445, 18.51948], [-16.62658, -5.82257, 19.29593], [-14.15869, -4.12030, 22.91334], [-12.69337, -4.93924, 22.49681], [-14.19763, -5.65618, 21.85696], [-11.35258, -10.49316, 13.78065], [-10.74608, -11.29701, 12.77894], [-9.09698, -11.37367, 12.74062], [-8.43771, -11.17596, 14.06657], [-8.69754, -12.77637, 12.00832], [-9.36981, -13.09483, 10.76653], [-8.60423, -10.30415, 11.58570], [-8.55239, -8.92120, 11.82567], [-10.60346, -10.06273, 14.44522], [-11.94623, -11.11909, 14.44690], [-12.02085, -9.71463, 13.41268], [-8.63406, -13.36492, 10.00902], [-10.00767, -12.38131, 10.24487], [-10.02778, -13.93858, 10.97450], [-8.62109, -8.65583, 12.88064], [-9.32999, -8.38016, 11.28648], [-7.65022, -8.44278, 11.44449], [-15.19176, -3.83086, 11.14188], [-16.65091, -3.54955, 11.54938], [-17.38648, -4.76949, 11.49648], [-16.77529, -5.65100, 10.22349], [-17.68024, -5.61488, 9.06110], [-16.35009, -6.93998, 10.76691], [-15.45280, -4.73195, 9.98874], [-14.59413, -4.37355, 11.87430], [-14.72029, -2.92903, 10.75133], [-17.14679, -2.81163, 10.91877], [-16.59961, -3.17357, 12.57120], [-19.50283, -12.88096, 14.41461], [-20.09193, -13.70567, 13.29908], [-21.54825, -13.65302, 13.46010], [-22.01770, -12.16070, 14.08724], [-23.16902, -12.24636, 15.02015], [-22.09177, -11.17792, 13.02007], [-20.51421, -11.96570, 14.84179], [-18.67535, -12.34036, 13.95512], [-19.09785, -13.51272, 15.20517], [-19.81678, -14.75870, 13.23985], [-19.96181, -13.23322, 12.32545], [-25.21621, -3.22600, 8.97090], [-25.31094, -1.85879, 9.59313], [-25.78706, -2.08240, 10.89914], [-25.32990, -3.60526, 11.43286], [-26.19814, -4.11305, 12.47652], [-23.91671, -3.37512, 11.77789], [-25.43585, -4.23721, 9.98104], [-24.30837, -3.45085, 8.41110], [-25.87537, -3.40085, 8.12059], [-26.04525, -1.23056, 9.08893], [-24.34725, -1.35976, 9.69497]], "lowdin_charge": [-0.1092, -0.2207, 0.5797, -0.2599, -0.2479, -0.1214, -0.2395, -0.1614, 0.0853, 0.0940, 0.0784, 0.0923, 0.0925, 0.0789, 0.0907, 0.0796, 0.0887, -0.0982, -0.2212, 0.4408, -0.2416, -0.2106, -0.1058, -0.2086, -0.1494, 0.0895, 0.0781, 0.0880, 0.0938, 0.0839, 0.0925, 0.0887, 0.0894, 0.0907, -0.1634, -0.2204, 0.5217, -0.2424, -0.2259, -0.1542, -0.2295, -0.0883, 0.0964, 0.0827, 0.0904, 0.0837, 0.0950, 0.0878, 0.0953, 0.0801, 0.0910, -0.1228, -0.2291, 0.5142, -0.2523, -0.2051, -0.1113, -0.2295, -0.1315, 0.0755, 0.0868, 0.0889, 0.0880, 0.0844, 0.0875, 0.0853, 0.0848, 0.0861, -0.1009, -0.1989, -0.1925, 0.7146, -0.2532, -0.2632, -0.2336, 0.1313, 0.1318, 0.1327, 0.1318, -0.1884, -0.1583, -0.2321, 0.7759, -0.2537, -0.2523, -0.2090, 0.1300, 0.1287, 0.1343, 0.1250, -0.1593, -0.1950, -0.2126, 0.7160, -0.2206, -0.2644, -0.1896, 0.1318, 0.1279, 0.1345, 0.1314]}

# 4
{"formula": "C3H7ClN2S", "method": "the ωB97M-V functional and the def2-TZVPD basis", "gap_ev": 9.698, "energy_ha": -1086.36030, "smiles": "CS/C(CCl)=N\\N", "relative_energy_kcal_mol": 17.7, "lumo_ev": 0.72, "homo_energy_ev": -9.0, "elements": ["C", "C", "C", "H", "H", "H", "H", "H", "H", "H", "N", "N", "S", "Cl"], "positions_angstrom": [[0.31987, -0.77891, -1.74095], [0.21315, 0.40170, 0.58536], [0.25424, 1.89238, 0.77874], [0.81711, -1.42283, -2.50855], [-0.61016, -1.28267, -1.42173], [0.03734, 0.14129, -2.28988], [-0.58060, 2.11416, 1.46926], [1.20671, 2.30020, 1.15872], [-0.01836, -2.07978, 1.01676], [-1.47740, -1.85386, 1.87929], [-0.72616, -0.20447, 1.19942], [-0.87166, -1.52371, 1.16337], [1.45076, -0.42562, -0.40806], [-0.01484, 2.72212, -0.88177]], "lowdin_charge": [-0.4436, -0.7227, -0.4959, 0.0462, 0.0381, 0.0204, 0.0776, 0.0713, 0.0814, 0.0827, -0.0607, 0.0064, 0.8342, 0.4648]}

# 5
{"formula": "C2H4N4O2", "method": "the ωB97M-V functional and the def2-TZVPD basis", "gap_ev": 7.682, "energy_ha": -447.77887, "relative_energy_kcal_mol": 203.0, "lumo_ev": -0.80, "homo_energy_ev": -8.5, "elements": ["C", "C", "H", "H", "H", "H", "N", "N", "N", "N", "O", "O"], "positions_angstrom": [[-0.56368, -0.02665, -0.67769], [-1.01879, 0.26591, 1.56435], [1.68237, 0.29526, -1.45947], [-1.22577, 1.83820, 0.34304], [-1.20028, 0.90368, 2.59086], [1.64159, -2.24163, -0.13309], [-0.30196, 0.71507, -1.72546], [-1.66531, 0.37956, 0.08548], [-0.09524, -0.64521, 1.45877], [0.12018, -0.84288, 0.15584], [1.03817, 0.55657, -2.18456], [1.58873, -1.19788, -0.01807]], "lowdin_charge": [-0.4891, -0.1417, 0.0876, 0.2958, 0.1620, 0.1693, 0.0482, 0.0952, 0.0409, -0.1230, -0.1104, -0.0347]}